# 1
# C12H27BCl13NO4P

A cluster of 7 separate species, C12H27BCl13NO4P in total (ωB97M-V with the def2-TZVPD basis set, the Open Molecules 2025 dataset).

```
59
Properties=species:S:1:pos:R:3:forces:R:3
O 3.96697 -0.88969 -0.11750 -0.009 0.270 0.017
B 3.11436 0.18608 0.22330 0.199 -0.234 0.269
O 3.54887 1.48331 0.06052 -0.604 0.102 -0.335
O 1.95758 -0.15973 0.84730 0.028 0.375 -0.626
N 0.80072 0.75623 0.70986 -0.055 -0.373 0.749
P 0.00815 0.35783 -0.64121 0.335 0.168 0.018
O -1.50604 0.81224 -0.16460 0.314 0.513 -0.316
Cl -0.29124 -1.88600 -0.56910 -0.111 -0.586 0.102
H 3.89809 -1.11627 -1.04526 -0.021 -0.207 -0.059
H 3.88200 1.69814 -0.82021 0.202 -0.162 0.463
H -1.91117 1.15640 -0.97368 -0.316 -0.045 0.092
Cl 4.03773 -3.60119 2.63331 -0.021 -0.040 0.023
C 2.34372 -3.13866 2.24784 -0.050 0.063 -0.089
C 1.40567 -3.40559 3.38810 -0.062 0.081 0.022
Cl 1.18203 -5.15992 3.70805 0.024 -0.004 0.035
H 2.05351 -3.67931 1.35229 0.037 -0.036 -0.005
H 2.34037 -2.07652 2.01676 0.019 0.069 -0.043
H 0.42853 -2.99866 3.13498 -0.011 -0.046 -0.047
H 1.74183 -2.96239 4.32262 0.002 -0.023 -0.143
Cl -0.86134 5.61115 -2.31522 0.092 0.020 -0.003
C -2.58719 5.42864 -2.71266 -0.063 0.054 -0.031
C -3.14013 4.10013 -2.27056 -0.125 -0.091 0.090
Cl -2.47722 2.73682 -3.20371 0.062 0.051 -0.045
H -2.69508 5.56243 -3.78597 0.035 -0.025 -0.013
H -3.11714 6.23013 -2.20054 0.003 -0.013 0.026
H -4.21824 4.09586 -2.42499 -0.003 -0.010 -0.001
H -2.93574 3.90890 -1.21954 0.051 0.003 -0.009
Cl 6.08926 6.14360 -0.52443 0.002 -0.003 -0.019
C 4.60472 6.18465 -1.51444 -0.021 0.066 -0.027
C 3.75721 4.95306 -1.34152 -0.151 -0.052 0.205
Cl 4.53086 3.50437 -2.02230 0.277 0.152 -0.383
H 4.90502 6.31557 -2.55073 0.035 -0.025 0.001
H 4.03592 7.05708 -1.19784 -0.003 -0.009 0.027
H 2.81691 5.08418 -1.86885 -0.077 0.010 -0.056
H 3.54514 4.74448 -0.29578 0.038 -0.029 0.004
Cl 4.58894 -4.13039 8.96308 -0.007 -0.007 -0.003
C 4.39585 -4.49913 7.22304 0.020 -0.081 -0.048
C 4.04369 -3.28509 6.40884 0.025 0.026 -0.119
Cl 2.40326 -2.68681 6.76836 0.013 0.048 0.195
H 3.63317 -5.26755 7.13153 -0.030 0.018 0.034
H 5.34667 -4.90096 6.87833 0.015 0.021 0.008
H 4.06017 -3.54365 5.35071 -0.015 -0.020 -0.004
H 4.73920 -2.46811 6.58167 -0.020 0.012 0.049
Cl -4.26604 0.05778 -1.59004 -0.123 0.025 -0.057
C -3.85336 -1.24812 -0.44566 0.067 -0.053 0.130
C -5.07578 -1.86419 0.17843 0.010 -0.083 -0.068
Cl -5.92714 -0.74587 1.28522 -0.032 0.010 0.000
H -3.17738 -0.82374 0.29129 0.017 0.009 -0.029
H -3.31011 -2.00434 -1.00916 0.026 0.023 0.004
H -4.77863 -2.72790 0.77034 0.027 0.026 0.029
H -5.79330 -2.18136 -0.57407 -0.028 0.039 0.002
Cl -4.62782 0.15940 -5.30461 -0.026 0.017 -0.016
C -4.59988 -1.59339 -5.61394 0.088 -0.012 -0.035
C -5.93026 -2.24739 -5.34341 -0.023 -0.067 -0.036
Cl -6.33899 -2.26347 -3.60952 -0.052 0.001 -0.016
H -3.81200 -2.02482 -5.00140 -0.020 0.032 0.057
H -4.34296 -1.72619 -6.66386 -0.014 -0.006 -0.006
H -5.89886 -3.28547 -5.67071 0.037 -0.001 0.002
H -6.73311 -1.73655 -5.86875 -0.008 0.037 0.036
```
Positions in Å, forces in eV/Å.

Calculated values
Net charge: -1
Kohn-Sham gap: 6.09 eV

***

# 2
# C4H13NSi2

The molecule C4H13NSi2 (ωB97M-V with the def2-TZVPD basis set, the Open Molecules 2025 dataset).

```
20
Properties=species:S:1:pos:R:3:forces:R:3
C 3.11253 -0.14233 0.97204 -0.558 0.957 0.831
C 1.81192 -0.07077 0.17034 1.290 -0.674 -1.123
C 1.98470 0.81719 -1.02408 0.478 0.509 0.850
C 0.78774 -0.91858 0.18597 -2.673 0.268 0.346
Si -0.93112 -0.36288 -0.61952 -0.608 -1.771 0.684
N -2.24007 -0.47942 0.58930 -0.914 0.620 -1.537
Si -3.87313 0.12372 0.19286 2.405 0.483 -2.486
H 3.86743 -0.71323 0.42600 0.053 0.258 0.090
H 3.52718 0.85764 1.36078 -0.631 -1.155 -1.284
H 2.88131 -0.61572 1.89611 0.060 -0.979 0.765
H 2.47151 0.26579 -1.83794 -0.024 0.253 0.197
H 2.62913 1.58284 -0.61349 0.355 0.653 -0.828
H 1.07505 1.27653 -1.35635 -0.444 0.130 -0.377
H 0.63024 -1.73944 0.90612 0.500 0.484 -0.074
H -1.03118 1.04123 -0.93238 0.469 0.663 -0.504
H -1.50262 -1.16228 -1.87067 0.873 0.680 1.122
H -2.21353 -0.67310 1.56442 0.718 -0.296 0.596
H -4.33305 1.00507 1.19837 -0.402 0.914 0.910
H -3.87503 0.84919 -1.27773 0.166 -0.802 1.912
H -4.77901 -0.94143 0.06981 -1.113 -1.196 -0.092
```
Positions in Å, forces in eV/Å.

Calculated values
Net charge: 0
SMILES string: CC(C)=C[SiH2]N[SiH3]
Energy relative to the best compared isomer or geometry (same formula, charge and spin): 1.283 eV
Kohn-Sham gap: 10.12 eV

***

# 3
# C4H4O3

The molecule C4H4O3 (ωB97M-V with the def2-TZVPD basis set, the Open Molecules 2025 dataset).

```
11
Properties=species:S:1:pos:R:3:forces:R:3
C 1.18037 -0.95443 -0.87558 0.031 -0.010 -0.087
C -0.02866 -0.07489 -0.76041 -0.161 -0.087 -0.326
O -0.91190 0.02465 -1.58164 0.401 -0.039 0.403
C -0.14967 0.82353 0.47708 0.286 0.279 0.113
O 0.71808 1.59044 0.81812 -0.380 -0.348 -0.165
C -1.45255 0.71625 1.26581 -0.305 -0.431 0.133
O -1.94453 -0.36512 1.46904 0.244 0.548 -0.137
H 2.07198 -0.44054 -0.50564 -0.139 -0.045 -0.029
H 1.31693 -1.26993 -1.91094 -0.041 0.044 0.114
H 1.02015 -1.84408 -0.25345 0.007 0.145 -0.035
H -1.84785 1.65543 1.69278 0.057 -0.057 0.015
```
Positions in Å, forces in eV/Å.

Calculated values
Net charge: 0
SMILES string: CC(=O)C(=O)C=O
Energy relative to the best compared isomer or geometry (same formula, charge and spin): 1.271 eV
Kohn-Sham gap: 9.07 eV

***

# 4
# C30H40N3O

A cluster of 2 separate species, C30H40N3O in total (ωB97M-V with the def2-TZVPD basis set, the Open Molecules 2025 dataset).

```
74
Properties=species:S:1:pos:R:3:forces:R:3
C 2.39711 -2.33468 0.18747 -0.334 0.520 -0.036
N 1.72461 -3.41389 0.86288 0.021 -0.954 0.009
C 1.49074 -3.19633 2.29127 -0.102 -0.483 -0.757
C 0.39981 -2.16165 2.55589 0.308 0.544 -0.143
C -0.71544 -2.20203 1.51252 0.425 -1.440 -1.248
N -1.75753 -1.28216 1.64380 -0.665 -0.047 -0.088
C -1.94725 -0.65196 2.94962 0.262 0.491 -0.291
C -3.24553 0.13715 2.97299 0.140 0.285 -0.131
O -3.30083 1.05339 1.87364 -0.333 -0.819 -0.209
C -3.29118 0.35770 0.62582 0.188 0.177 0.290
C -2.00708 -0.44189 0.46559 0.254 0.513 0.395
C -0.66543 -3.06454 0.44062 -0.388 1.151 1.379
C 0.51589 -3.93190 0.18856 1.087 -0.039 0.833
H 2.69762 -2.65521 -0.81966 0.015 0.085 0.259
H 1.75204 -1.43568 0.08131 0.277 -0.101 -0.073
H 3.28974 -2.04387 0.76183 -0.210 -0.126 -0.258
H 1.18612 -4.16094 2.72064 0.182 0.132 -0.033
H 2.45060 -2.89292 2.73086 -0.347 -0.096 0.096
H 0.02725 -2.28634 3.58342 -0.053 0.049 -0.346
H 0.89425 -1.17015 2.52951 -0.487 -0.147 0.000
H -1.99638 -1.42292 3.72781 0.091 0.156 -0.186
H -1.11901 0.04652 3.17619 -0.173 -0.204 0.064
H -4.09369 -0.57612 2.96063 0.109 0.460 -0.067
H -3.27363 0.78702 3.85977 -0.153 -0.462 -0.156
H -4.15012 -0.33812 0.52810 0.073 0.423 0.196
H -3.33141 1.16011 -0.12711 -0.139 -0.443 0.053
H -1.18008 0.28824 0.33313 -0.119 -0.293 -0.021
H -2.06766 -1.06642 -0.43150 0.040 0.121 0.210
H -1.49449 -3.17201 -0.26239 0.030 0.332 0.254
H 0.72309 -4.04898 -0.88428 -0.018 0.055 0.199
H 0.35438 -4.93938 0.61318 -0.031 0.121 -0.315
C -6.36028 -2.16141 -4.60449 -0.145 -0.219 -0.420
C -5.56716 -1.18911 -3.73434 0.360 0.313 -0.185
C -6.04730 0.24002 -4.00320 -0.227 0.114 0.024
C -5.77763 -1.50860 -2.25637 0.081 0.069 0.555
C -4.08628 -1.30515 -4.07670 -0.576 1.197 -0.015
N -3.38005 -0.26571 -4.56037 -0.943 -0.800 0.341
C -2.04990 -0.61865 -4.79152 0.875 -0.485 0.035
C -1.90332 -1.95926 -4.41119 0.339 0.229 -0.124
C -0.63477 -2.52152 -4.43378 0.341 0.040 -0.111
C 0.44399 -1.77158 -4.91705 -0.371 0.061 0.130
C 0.26879 -0.44345 -5.33453 -0.466 -0.102 0.095
C -0.99797 0.15986 -5.25414 0.160 -0.149 -0.019
C -3.21964 -2.43612 -3.95976 0.484 -1.169 0.194
C -3.54236 -3.69237 -3.46041 -0.186 1.444 -0.638
C -2.68034 -4.84192 -3.47347 0.763 -1.373 -0.037
C -1.96206 -5.28538 -4.61940 -0.104 0.323 0.288
C -1.09795 -6.37086 -4.54009 -0.220 0.315 -0.022
C -0.90719 -7.04779 -3.33085 -0.081 0.160 0.118
C 0.09480 -8.15543 -3.23883 0.159 -0.359 0.099
C -1.66082 -6.66630 -2.21383 0.062 -0.005 -0.018
C -2.55003 -5.60736 -2.28853 -0.404 0.417 -0.311
H -6.06465 -3.20022 -4.42673 -0.125 0.175 -0.058
H -7.43615 -2.06610 -4.40064 0.322 0.013 -0.004
H -6.19212 -1.93696 -5.66483 -0.109 -0.120 0.133
H -5.51760 0.97123 -3.37926 -0.088 -0.096 -0.107
H -5.94663 0.51221 -5.06097 -0.025 -0.016 0.146
H -7.11287 0.31458 -3.75136 0.267 -0.014 -0.069
H -5.18963 -0.82362 -1.63073 -0.175 -0.147 -0.055
H -6.83873 -1.39011 -1.99353 0.304 -0.013 -0.131
H -5.47947 -2.52861 -2.00166 -0.142 0.213 0.025
H -3.74902 0.66431 -4.74002 -0.090 -0.382 0.108
H -0.50371 -3.53599 -4.07619 0.248 0.220 -0.146
H 1.42867 -2.23512 -4.96477 -0.231 0.191 0.036
H 1.12637 0.11296 -5.71178 -0.312 -0.069 0.107
H -1.17963 1.19333 -5.53968 0.231 -0.141 0.013
H -4.53259 -3.81952 -3.02124 0.339 -0.015 0.044
H -2.08027 -4.75195 -5.56565 0.018 -0.165 0.289
H -0.53018 -6.69216 -5.41660 -0.268 0.144 0.201
H 0.05998 -8.62950 -2.25507 0.035 0.033 -0.138
H -0.08335 -8.92787 -3.99481 -0.054 0.137 0.088
H 1.11848 -7.79608 -3.40046 -0.212 0.070 0.035
H -1.54328 -7.21321 -1.27660 -0.046 0.183 -0.263
H -3.15463 -5.31481 -1.42710 0.263 -0.176 -0.111
```
Positions in Å, forces in eV/Å.

Calculated values
Net charge: +1
Energy relative to the best compared isomer or geometry (same formula, charge and spin): 0.975 eV
Kohn-Sham gap: 4.84 eV

***

Number 1: total energy -7178.07145 Eh, LUMO energy 2.1707 eV. Number 2: total energy -793.90067 Eh, LUMO energy 0.8889 eV. Number 3: total energy -380.50030 Eh, LUMO energy -0.7729 eV. Number 4: total energy -1406.39090 Eh, LUMO energy -4.7669 eV.